1.
Computed, not measured: an isolated molecule of C5H8O in a non-equilibrium geometry, with wB97M-V/def2-TZVPD.

Atoms and positions in Å:
C1 -1.492 -0.060 0.481
C2 -0.313 1.397 -0.865
C3 0.100 -0.340 0.907
C4 1.191 -0.536 -0.163
C5 0.976 0.671 -1.023
O1 -0.174 0.570 -1.879
H1 -1.895 0.384 1.390
H2 -1.837 -1.072 0.313
H3 -2.066 0.490 -0.301
H4 0.471 0.463 1.561
H5 -0.046 -1.234 1.514
H6 2.226 -0.558 0.227
H7 1.083 -1.461 -0.747
H8 1.775 1.286 -1.415

Results
Total energy, eV: -7357.20168
2S+1: 1
LUMO level, eV: 0.99
E_HOMO, eV: -8.8
Maximum force, eV/A: 1.53
Gap between HOMO and LUMO, eV: 9.80
Charge: 0
ΔE to the lowest compared entry with this formula, charge and spin, kcal per mole: 116.5


2.
Computed, not measured: an isolated ion of composition C5H12NOS and charge -1 in a non-equilibrium geometry, with wB97M-V/def2-TZVPD.

Atoms and positions in Å:
C1 -0.257 1.715 0.702
C2 -0.343 0.471 -0.227
C3 -0.846 -0.689 0.727
C4 -0.670 -2.053 0.038
S1 -1.073 -3.564 1.053
N1 0.936 0.181 -0.854
C5 1.723 1.374 -1.623
O1 2.943 1.361 -1.146
H1 0.755 1.870 1.056
H2 -0.880 2.423 0.145
H3 -0.802 1.615 1.652
H4 -1.101 0.608 -1.016
H5 -0.370 -0.725 1.719
H6 -1.925 -0.636 0.890
H7 0.317 -2.053 -0.440
H8 -1.531 -2.243 -0.598
H9 -1.270 -3.048 2.236
H10 1.664 -0.066 -0.193
H11 1.587 1.169 -2.715
H12 1.142 2.288 -1.406

Results
Total energy, eV: -19751.09117
2S+1: 1
LUMO level, eV: 2.95
SMILES: C[C@H](CCS)NC[O-]
E_HOMO, eV: -2.8
Maximum force, eV/A: 2.18
Gap between HOMO and LUMO, eV: 5.72
Charge: -1
ΔE to the lowest compared entry with this formula, charge and spin, kcal per mole: 72.4


3.
Computed, not measured: a 2-piece molecular cluster, C8H10O overall in a non-equilibrium geometry, with wB97M-V/def2-TZVPD.

Atoms and positions in Å:
C1 -2.706 -1.099 1.281
C2 -3.050 -2.337 1.273
C3 -0.571 -0.050 -0.372
C4 0.742 0.081 -0.804
C5 -0.897 -0.083 0.934
C6 1.102 -0.235 -2.160
C7 -0.428 0.557 2.156
C8 2.577 -0.050 -2.472
O1 0.305 -0.612 -3.006
H1 -4.088 -2.589 1.447
H2 -2.397 -3.183 1.100
H3 -1.277 -0.367 -1.129
H4 1.528 0.337 -0.109
H5 -0.670 -0.029 3.040
H6 0.656 0.668 2.083
H7 -0.850 1.558 2.268
H8 3.165 -0.726 -1.854
H9 2.884 0.970 -2.255
H10 2.762 -0.270 -3.520

Results
Total energy, eV: -10498.77920
2S+1: 3
LUMO level (alpha / beta), eV: 0.76 / -1.47
E_HOMO (alpha / beta), eV: -7.7 / -9.6
Maximum force, eV/A: 4.38
Gap between HOMO and LUMO (alpha / beta), eV: 8.46 / 8.17
Charge: 0
ΔE to the lowest compared entry with this formula, charge and spin, kcal per mole: 17.1


4.
Computed, not measured: a 2-piece molecular cluster, C7H6F3NOS overall in a non-equilibrium geometry, with wB97M-V/def2-TZVPD.

Atoms and positions in Å:
C1 -0.024 0.753 -1.964
C2 -0.728 2.760 -1.451
C3 0.582 0.814 -0.768
C4 0.131 -0.393 2.570
C5 -0.044 -0.956 1.380
C6 1.489 -0.134 -0.129
C7 -1.134 -1.785 0.827
N1 -0.765 1.816 -2.281
O1 1.848 -1.215 -0.826
F1 -2.231 -1.056 0.597
F2 -0.831 -2.302 -0.439
F3 -1.441 -2.961 1.531
S1 0.306 2.381 -0.108
H1 0.274 0.013 -2.755
H2 -1.250 3.798 -1.600
H3 -0.426 -0.527 3.469
H4 1.110 0.187 2.628
H5 2.176 0.330 0.524
H6 0.958 -1.522 -1.203

Results
Total energy, eV: -29877.72244
2S+1: 1
LUMO level (alpha / beta), eV: -0.48 / -0.48
E_HOMO (alpha / beta), eV: -8.7 / -8.7
Maximum force, eV/A: 3.92
Gap between HOMO and LUMO (alpha / beta), eV: 8.23 / 8.23
Charge: 0
ΔE to the lowest compared entry with this formula, charge and spin, kcal per mole: 16.1


5.
Computed, not measured: C36H36N5O7S2SbTi as an isolated structure, with wB97M-V/def2-TZVPD.

Atoms and positions in Å:
Ti1 -0.106 0.990 0.130
O1 2.134 -1.086 2.650
C1 1.173 -0.452 2.287
O2 0.710 -0.515 1.037
C2 0.473 0.495 3.216
C3 0.960 0.598 4.515
C4 0.399 1.498 5.393
C5 -0.641 2.331 5.029
C6 -1.103 2.246 3.734
C7 -0.594 1.313 2.822
O3 -1.158 1.213 1.610
N1 -2.168 3.168 3.315
O4 -2.999 3.460 4.135
O5 -2.106 3.621 2.182
N2 0.941 1.594 6.765
O6 1.932 0.940 7.006
O7 0.410 2.386 7.507
H1 1.781 -0.031 4.829
H2 -1.069 3.034 5.731
C8 -1.357 6.463 -3.334
C9 -1.880 5.036 -3.361
N3 -1.753 4.350 -2.063
C10 -2.585 4.893 -0.972
C11 -1.799 5.764 -0.002
C12 -0.927 3.343 -1.861
C13 -0.011 2.886 -2.958
N4 -0.849 2.720 -0.685
H3 -1.393 6.874 -4.342
H4 -0.323 6.499 -2.989
H5 -1.960 7.107 -2.697
H6 -1.362 4.460 -4.119
H7 -2.941 5.020 -3.619
H8 -3.080 4.066 -0.456
H9 -3.379 5.465 -1.449
H10 -0.946 5.230 0.418
H11 -2.441 6.055 0.828
H12 -1.433 6.664 -0.490
H13 0.604 3.718 -3.304
H14 -0.571 2.498 -3.808
H15 0.647 2.105 -2.589
H16 -1.470 3.106 0.025
S1 -0.728 -0.287 -1.768
Sb1 -0.558 -2.560 -1.203
C14 -1.101 -3.556 -2.956
C15 -0.920 -4.936 -2.998
C16 -1.290 -5.638 -4.134
C17 -1.832 -4.963 -5.220
C18 -2.008 -3.587 -5.175
C19 -1.646 -2.877 -4.040
C20 -1.826 -2.983 0.399
C21 -1.846 -4.285 0.890
C22 -2.684 -4.598 1.949
C23 -3.491 -3.616 2.509
C24 -3.466 -2.320 2.014
C25 -2.631 -1.997 0.954
C26 1.363 -3.288 -0.789
C27 1.767 -3.526 0.521
C28 2.993 -4.130 0.758
C29 3.806 -4.494 -0.308
C30 3.407 -4.240 -1.616
C31 2.181 -3.640 -1.862
H17 -0.482 -5.473 -2.163
H18 -1.153 -6.710 -4.173
H19 -2.117 -5.513 -6.107
H20 -2.430 -3.066 -6.023
H21 -1.793 -1.804 -4.007
H22 -1.217 -5.060 0.466
H23 -2.708 -5.608 2.335
H24 -4.146 -3.865 3.333
H25 -4.103 -1.560 2.447
H26 -2.631 -0.987 0.559
H27 1.133 -3.253 1.354
H28 3.305 -4.325 1.775
H29 4.751 -4.985 -0.120
H30 4.040 -4.529 -2.444
H31 1.862 -3.471 -2.884
S2 2.005 2.135 0.136
C32 3.226 0.907 0.370
N5 4.079 1.079 1.404
C33 5.073 0.224 1.708
C34 5.261 -0.895 0.941
C35 4.417 -1.103 -0.147
C36 3.411 -0.203 -0.439
H32 3.941 1.897 1.988
H33 5.676 0.478 2.567
H34 6.053 -1.585 1.187
H35 4.544 -1.977 -0.773
H36 2.749 -0.356 -1.279

Results
Total energy, eV: -111008.20743
2S+1: 1
LUMO level, eV: -6.40
E_HOMO, eV: -14.3
Maximum force, eV/A: 0.72
Gap between HOMO and LUMO, eV: 7.85
Charge: +2
ΔE to the lowest compared entry with this formula, charge and spin, kcal per mole: 4.2


6.
Computed, not measured: a 2-piece molecular cluster, C3H8F2NO overall in a non-equilibrium geometry, with wB97M-V/def2-TZVPD.

Atoms and positions in Å:
C1 0.790 1.060 0.870
C2 0.909 -1.003 -0.509
C3 -2.360 0.161 -0.483
N1 0.082 -0.031 0.226
O1 -2.592 -1.075 -0.569
F1 -2.711 0.821 0.596
F2 -0.404 -1.103 1.296
H1 1.821 0.799 1.012
H2 0.712 1.934 0.229
H3 0.236 1.450 1.685
H4 0.299 -1.917 -0.826
H5 1.517 -0.505 -1.347
H6 1.602 -1.493 0.228
H7 -2.015 0.766 -1.306
H8 -3.037 -1.421 0.223

Results
Total energy, eV: -12202.20054
2S+1: 1
LUMO level, eV: -5.61
E_HOMO, eV: -14.9
Maximum force, eV/A: 2.91
Gap between HOMO and LUMO, eV: 9.25
Charge: +1
ΔE to the lowest compared entry with this formula, charge and spin, kcal per mole: 88.8